[1]
The following is a DFT calculation (ωB97M-V with the def2-TZVPD basis set) of a cluster of 10 separate species, C32H51N3O19S in total at a distorted geometry.

Calculated values
ΔE to the lowest compared entry with this formula, charge and spin = 0.0000 eV
Kohn-Sham gap = 0.3098 Eh
HOMO = -8.576 eV
energy = -88217.1195 eV
LUMO energy = -0.145 eV

```
! RIJCOSX wB97M-V def2-TZVPD def2/J DEFGRID3
* xyz 0 1
C -3.99 -1.57 -2.03
C -4.15 -0.45 -0.97
O -4.89 -1.17 0.02
C -5.55 -2.21 -0.53
O -6.39 -2.85 0.01
O -5.08 -2.42 -1.78
H -3.03 -2.08 -1.90
H -4.02 -1.19 -3.05
H -4.75 0.38 -1.32
H -3.13 -0.29 -0.64
C 0.61 3.80 3.73
C 2.07 4.23 4.07
O 2.54 4.92 2.93
C 1.53 5.09 2.08
O 1.53 5.80 1.12
O 0.47 4.32 2.38
H -0.08 4.28 4.42
H 0.46 2.73 3.72
H 2.74 3.44 4.40
H 1.99 4.93 4.91
C 6.26 -1.19 -3.74
C 6.54 0.30 -3.88
O 5.65 0.79 -2.88
C 4.61 -0.08 -2.77
O 3.70 0.08 -2.02
O 4.85 -1.17 -3.54
H 6.76 -1.60 -2.85
H 6.57 -1.84 -4.55
H 6.39 0.74 -4.86
H 7.56 0.47 -3.54
C -4.25 2.74 2.21
C -2.91 2.11 1.89
O -2.48 1.60 3.15
C -3.52 1.50 3.98
O -3.57 0.88 4.99
O -4.54 2.26 3.53
H -5.14 2.49 1.62
H -4.20 3.83 2.26
H -2.19 2.80 1.47
H -3.00 1.25 1.22
C -1.72 -4.59 2.26
C -0.64 -5.61 1.83
O -0.37 -5.26 0.46
C -1.21 -4.31 0.05
O -1.29 -3.93 -1.08
O -1.93 -3.87 1.08
H -1.39 -3.85 2.99
H -2.58 -5.10 2.71
H -0.99 -6.64 1.76
H 0.23 -5.57 2.49
C 0.16 3.00 -3.00
C 0.34 1.48 -3.09
O 1.61 1.35 -3.74
C 2.09 2.55 -4.12
O 3.10 2.71 -4.71
O 1.26 3.53 -3.71
H 0.16 3.28 -1.94
H -0.76 3.34 -3.46
H -0.37 1.03 -3.79
H 0.35 0.98 -2.13
C -7.05 -3.55 4.92
C -5.61 -3.16 4.63
C -5.39 -2.79 3.16
C -4.09 -2.12 3.00
N -3.10 -1.55 2.90
H -7.18 -3.80 5.97
H -7.30 -4.46 4.36
H -7.77 -2.76 4.75
H -4.92 -3.93 4.98
H -5.41 -2.26 5.22
H -5.99 -1.91 2.89
H -5.62 -3.58 2.46
C -0.41 -0.68 0.39
C 0.93 -0.05 0.77
C 2.16 -0.98 0.86
C 1.95 -2.31 1.38
N 1.86 -3.37 1.82
H -0.33 -1.35 -0.48
H -1.14 0.02 0.00
H -0.72 -1.32 1.21
H 0.84 0.47 1.72
H 1.22 0.70 0.03
H 2.89 -0.40 1.42
H 2.66 -1.05 -0.11
C 3.54 3.10 -0.71
C 4.67 4.12 -0.49
C 4.76 5.15 -1.60
C 5.69 6.26 -1.30
N 6.45 7.09 -1.07
H 3.47 2.39 0.11
H 3.77 2.49 -1.58
H 2.65 3.70 -0.94
H 5.55 3.46 -0.50
H 4.63 4.59 0.49
H 3.79 5.65 -1.69
H 5.04 4.75 -2.58
C 1.62 -2.92 -5.44
S 0.82 -3.66 -3.98
O 1.59 -4.89 -3.60
C 1.46 -2.45 -2.78
H 1.08 -1.96 -5.46
H 1.52 -3.38 -6.41
H 2.66 -2.71 -5.20
H 2.54 -2.41 -2.91
H 1.21 -2.85 -1.80
H 0.99 -1.49 -2.98
*
```

Atom charges from the Löwdin analysis, given in e for atoms 1 to 99:
1. C -0.12
2. C -0.10
3. O 0.03
4. C -0.56
5. O 0.17
6. O 0.08
7. H 0.12
8. H 0.13
9. H 0.13
10. H 0.09
11. C -0.08
12. C -0.11
13. O 0.08
14. C -0.60
15. O 0.15
16. O 0.05
17. H 0.13
18. H 0.12
19. H 0.13
20. H 0.13
21. C -0.11
22. C -0.10
23. O 0.05
24. C -0.55
25. O 0.14
26. O 0.05
27. H 0.14
28. H 0.14
29. H 0.14
30. H 0.13
31. C -0.10
32. C -0.11
33. O 0.04
34. C -0.60
35. O 0.16
36. O 0.05
37. H 0.13
38. H 0.13
39. H 0.13
40. H 0.10
41. C -0.13
42. C -0.10
43. O 0.06
44. C -0.59
45. O 0.13
46. O 0.03
47. H 0.12
48. H 0.12
49. H 0.13
50. H 0.11
51. C -0.12
52. C -0.10
53. O 0.04
54. C -0.59
55. O 0.17
56. O 0.07
57. H 0.12
58. H 0.13
59. H 0.13
60. H 0.11
61. C -0.11
62. C -0.26
63. C -0.17
64. C -0.21
65. N 0.20
66. H 0.07
67. H 0.08
68. H 0.08
69. H 0.11
70. H 0.11
71. H 0.13
72. H 0.12
73. C -0.09
74. C -0.23
75. C -0.17
76. C -0.20
77. N 0.18
78. H 0.06
79. H 0.05
80. H 0.07
81. H 0.10
82. H 0.09
83. H 0.12
84. H 0.09
85. C -0.09
86. C -0.25
87. C -0.18
88. C -0.23
89. N 0.13
90. H 0.07
91. H 0.05
92. H 0.07
93. H 0.11
94. H 0.11
95. H 0.12
96. H 0.12
97. C -0.26
98. S 0.83
99. O -0.56

***

[2]
The following is a DFT calculation (ωB97M-V with the def2-TZVPD basis set) of a cluster of 8 separate species, C6H21NO7 in total at a distorted geometry.

Calculated values
ΔE to the lowest compared entry with this formula, charge and spin = 0.6973 eV
Kohn-Sham gap = 0.3289 Eh
HOMO = -8.704 eV
energy = -22385.0985 eV
LUMO energy = 0.247 eV
SMILES = Nc1ccccc1.O.O.O.O.O.O.O

```
! RIJCOSX wB97M-V def2-TZVPD def2/J DEFGRID3
* xyz 0 1
N -1.96 1.21 2.09
C -1.49 0.25 1.24
C -0.14 0.36 0.82
C 0.46 -0.55 -0.02
C -0.29 -1.65 -0.48
C -1.59 -1.80 -0.05
C -2.14 -0.92 0.89
H -1.34 1.93 2.44
H -2.73 1.05 2.71
H 0.45 0.99 1.46
H 1.49 -0.43 -0.32
H 0.10 -2.40 -1.15
H -2.20 -2.68 -0.20
H -3.08 -1.23 1.34
O 1.41 3.47 2.02
H 1.20 3.83 1.15
H 1.55 4.24 2.57
O 2.55 3.90 -1.71
H 2.42 3.61 -2.62
H 1.96 3.31 -1.23
O 2.73 -0.80 -2.53
H 3.01 -0.58 -3.42
H 1.85 -1.17 -2.59
O 0.63 -2.86 2.46
H 0.76 -2.61 1.54
H -0.09 -2.27 2.70
O -1.83 -1.57 -3.45
H -1.55 -1.64 -2.54
H -2.74 -1.24 -3.42
O 0.16 -0.81 4.60
H 0.91 -1.22 4.17
H -0.58 -0.86 4.00
O 0.33 0.67 -4.18
H 0.34 -0.23 -4.52
H -0.54 0.72 -3.77
*
```

Taken from the Löwdin analysis, the atomic charges in e are:
1. N 0.12
2. C -0.34
3. C -0.03
4. C -0.09
5. C -0.15
6. C -0.12
7. C -0.05
8. H 0.10
9. H 0.10
10. H 0.10
11. H 0.10
12. H 0.11
13. H 0.11
14. H 0.11
15. O -0.06
16. H 0.03
17. H 0.04
18. O -0.05
19. H 0.04
20. H 0.02
21. O -0.05
22. H 0.04
23. H 0.00
24. O -0.04
25. H 0.02
26. H 0.00
27. O -0.05
28. H -0.01
29. H 0.05
30. O -0.05
31. H 0.03
32. H 0.01
33. O -0.07
34. H 0.02
35. H 0.02

***

[3]
The following is a DFT calculation (ωB97M-V with the def2-TZVPD basis set) of the ion C28H33N4O with charge +1 at a distorted geometry.

Calculated values
ΔE to the lowest compared entry with this formula, charge and spin = 3.9793 eV
Kohn-Sham gap = 0.2522 Eh
HOMO = -10.799 eV
energy = -37570.2366 eV
LUMO energy = -3.935 eV
SMILES = CC1=[N+]([C@H](/C=C/N2[C@H](Cc3ccccc3)C(=O)N(C)C2(C)C)c2ccc(C#N)cc2)CCC1

```
! RIJCOSX wB97M-V def2-TZVPD def2/J DEFGRID3
* xyz 1 1
C 0.30 -2.49 -2.41
C -1.17 -2.46 -2.17
N -1.81 -1.34 -1.78
C -1.34 0.10 -1.85
C -0.74 0.64 -0.67
C 0.34 0.11 0.00
N 1.08 0.75 0.91
C 2.18 0.06 1.58
C 1.73 -1.23 2.25
C 2.84 -1.96 2.94
C 2.68 -2.36 4.27
C 3.74 -2.97 4.94
C 4.94 -3.22 4.27
C 5.08 -2.88 2.92
C 4.02 -2.26 2.25
C 2.68 1.09 2.58
O 3.59 0.94 3.37
N 1.91 2.21 2.46
C 2.16 3.37 3.29
C 0.89 2.16 1.40
C -0.51 2.43 2.01
C 1.22 3.20 0.31
C -2.36 0.90 -2.64
C -2.79 0.55 -3.97
C -3.66 1.37 -4.64
C -4.08 2.58 -4.05
C -4.97 3.48 -4.79
N -5.68 4.15 -5.43
C -3.59 2.96 -2.81
C -2.85 2.06 -2.05
C -3.21 -1.27 -1.82
C -3.51 -2.74 -2.24
C -2.16 -3.52 -2.47
H 0.61 -3.54 -2.38
H 0.53 -2.08 -3.42
H 0.84 -1.95 -1.62
H -0.53 -0.48 -2.52
H -1.00 1.70 -0.49
H 0.62 -0.94 -0.23
H 2.97 -0.14 0.84
H 0.95 -0.96 2.99
H 1.26 -1.90 1.50
H 1.74 -2.14 4.78
H 3.62 -3.25 5.99
H 5.77 -3.69 4.80
H 6.01 -3.08 2.39
H 4.11 -1.97 1.20
H 2.95 3.10 3.98
H 2.46 4.21 2.67
H 1.26 3.64 3.84
H -0.66 1.79 2.90
H -0.56 3.49 2.28
H -1.30 2.20 1.30
H 2.30 3.21 0.14
H 0.71 2.97 -0.64
H 0.90 4.19 0.66
H -2.48 -0.38 -4.53
H -4.07 1.11 -5.61
H -3.82 3.93 -2.39
H -2.64 2.30 -0.99
H -3.63 -0.99 -0.84
H -3.63 -0.62 -2.61
H -4.12 -3.21 -1.43
H -4.07 -2.71 -3.22
H -2.07 -3.84 -3.55
H -1.98 -4.40 -1.77
*
```

Taken from the Löwdin analysis, the atomic charges in e are:
1. C 0.02
2. C -0.17
3. N 0.01
4. C -0.22
5. C -0.06
6. C -0.06
7. N 0.00
8. C -0.17
9. C -0.09
10. C -0.25
11. C -0.04
12. C -0.07
13. C -0.08
14. C -0.07
15. C -0.04
16. C -0.39
17. O 0.11
18. N -0.04
19. C 0.00
20. C -0.43
21. C 0.01
22. C 0.01
23. C -0.19
24. C -0.04
25. C -0.01
26. C -0.20
27. C -0.15
28. N 0.17
29. C 0.00
30. C 0.00
31. C -0.15
32. C -0.10
33. C -0.08
34. H 0.11
35. H 0.13
36. H 0.07
37. H 0.16
38. H 0.06
39. H 0.10
40. H 0.16
41. H 0.13
42. H 0.11
43. H 0.12
44. H 0.11
45. H 0.10
46. H 0.11
47. H 0.11
48. H 0.10
49. H 0.09
50. H 0.09
51. H 0.10
52. H 0.09
53. H 0.06
54. H 0.10
55. H 0.08
56. H 0.09
57. H 0.15
58. H 0.13
59. H 0.13
60. H 0.12
61. H 0.17
62. H 0.11
63. H 0.12
64. H 0.13
65. H 0.16
66. H 0.16

***

[4]
The following is a DFT calculation (ωB97M-V with the def2-TZVPD basis set) of a cluster of 2 separate species, C6H16N2 in total.

Calculated values
ΔE to the lowest compared entry with this formula, charge and spin = 1.2003 eV
Kohn-Sham gap = 0.3810 Eh
HOMO = -9.425 eV
energy = -9460.8740 eV
LUMO energy = 0.942 eV
SMILES = C=NCC.CCCN

```
! RIJCOSX wB97M-V def2-TZVPD def2/J DEFGRID3
* xyz 0 1
C -3.38 -1.94 -0.47
N -2.37 -2.69 -0.38
C -1.06 -2.05 -0.31
C -0.19 -2.54 -1.45
H -3.31 -0.85 -0.50
H -4.36 -2.39 -0.55
H -1.14 -0.96 -0.31
H -0.62 -2.35 0.64
H 0.79 -2.05 -1.39
H -0.05 -3.61 -1.41
H -0.62 -2.25 -2.40
C 0.93 2.54 2.23
C 1.69 2.26 0.94
C 0.92 1.35 -0.01
N 1.65 1.19 -1.26
H 0.69 1.60 2.73
H -0.02 3.05 2.04
H 1.51 3.15 2.91
H 1.91 3.19 0.41
H 2.65 1.81 1.21
H -0.03 1.84 -0.24
H 0.70 0.40 0.49
H 1.17 0.54 -1.87
H 2.56 0.77 -1.06
*
```

Taken from the Löwdin analysis, the atomic charges in e are:
1. C -0.07
2. N -0.04
3. C -0.32
4. C -0.10
5. H 0.07
6. H 0.06
7. H 0.08
8. H 0.11
9. H 0.06
10. H 0.07
11. H 0.07
12. C -0.12
13. C -0.28
14. C -0.33
15. N -0.01
16. H 0.07
17. H 0.07
18. H 0.07
19. H 0.11
20. H 0.11
21. H 0.11
22. H 0.09
23. H 0.05
24. H 0.06

***

Look up the HOMO of the fourth one. -9.425 eV